Entry 1:
14
Properties=species:S:1:pos:R:3:forces:R:3:mulliken_charge:R:1 method="wB97M-V/def2-TZVPD" largest_force_ev_per_a=1.7 de_lowest_kcal_mol=30.6 e_homo_ev=-10.07 mol_weight_g_mol=124.1 spin_multiplicity=1 smiles="OC[C@@H](O)/C(F)=C/F"
O -1.23084 -1.79060 0.01558 1.28 -0.67 0.82 -0.55
C -1.49285 -0.44019 0.32347 0.46 0.02 -0.38 -0.69
C -0.44553 0.49821 -0.28962 0.27 -0.65 0.40 0.30
O -0.85554 1.80527 0.03295 0.87 0.95 -0.54 -0.53
C 0.93500 0.19434 0.25617 -0.71 0.13 -0.61 -0.01
F 1.03174 0.24410 1.58953 0.12 0.00 0.20 -0.28
C 1.97722 -0.11649 -0.49448 0.26 -0.05 -0.56 0.02
F 3.17424 -0.38163 0.04855 -0.03 -0.01 -0.04 -0.24
H -0.45660 -2.09639 0.56554 -1.24 0.47 -0.90 0.34
H -1.53134 -0.27428 1.38806 -0.10 0.15 0.48 0.35
H -2.44944 -0.19830 -0.11415 -0.31 0.10 -0.05 0.36
H -0.43061 0.32214 -1.36787 0.08 0.01 -0.10 0.25
H -0.18584 2.41421 -0.35924 -0.86 -0.50 0.52 0.35
H 1.96040 -0.18038 -1.59448 -0.10 0.06 0.78 0.32

Entry 2:
12
Properties=species:S:1:pos:R:3:forces:R:3:mulliken_charge:R:1 method="wB97M-V/def2-TZVPD" largest_force_ev_per_a=4.8 de_lowest_kcal_mol=210.8 e_homo_ev=-10.19 mol_weight_g_mol=87.1 spin_multiplicity=1
C 0.61168 -0.15950 1.42358 1.72 -2.00 1.58 -1.04
C 0.27811 0.28922 -0.05154 -1.46 -1.24 1.47 1.24
C -0.38260 1.63190 -0.29737 -0.12 2.22 -2.50 -1.05
C -0.90796 -0.68749 -0.34063 1.87 -1.08 0.21 -0.10
H 1.70322 -0.92855 0.94550 -3.00 2.44 2.81 0.28
H -0.47135 -1.48113 2.16159 2.46 3.32 -1.68 0.24
H 0.71850 1.08997 2.58664 0.02 -3.47 -3.32 0.25
H -1.58761 1.45557 0.06004 3.71 1.37 -0.87 0.30
H 0.27324 2.70432 -0.15601 -2.06 -3.22 0.78 0.30
H -0.32613 1.67444 -1.46786 -0.92 -0.13 1.86 0.30
N -1.60672 -1.59871 -0.19633 0.08 1.05 -0.77 -0.43
F 1.48242 0.02574 -0.79554 -2.30 0.76 0.43 -0.29